[1]
C5H31NO13 | ωB97M-V/def2-TZVPD

Bonds (Å) are listed after each position.
Cartesian coordinates (Å):
1 O -2.7070 -1.1461 -3.1836  H25 0.968, H30 0.967
2 O 3.3525 -1.9184 -3.2509  H28 0.964, H46 0.970
3 O 3.6862 0.8508 -2.1437  H20 0.960, H42 0.963
4 O 1.8224 -1.8550 3.0654  H34 0.962, H47 0.962
5 O -0.0420 0.0651 -2.2285  C19 1.228
6 O -0.6892 -3.2387 3.1301  H44 0.958, H50 0.958
7 O 1.6162 2.0085 2.8798  C15 1.216
8 O -2.8525 -1.7254 2.3723  H23 0.958, H36 0.967
9 O -3.0889 1.5587 1.6920  H27 0.974, H35 0.966
10 O -3.2438 0.2755 -0.7553  H26 0.955, H41 0.964
11 O 2.5661 3.3389 -0.7197  H31 0.958, H33 0.961
12 O -1.1717 1.5093 3.8311  H29 0.970, H48 0.963
13 O -1.9628 1.4088 -4.2021  H40 0.971, H45 0.960
14 N 0.4514 0.9674 -0.2390  C16 1.463, C19 1.360, H24 1.006
15 C 1.7038 1.5009 1.7779  O7 1.216, C16 1.523, H39 1.092
16 C 0.4196 0.8995 1.2223  N14 1.463, C15 1.523, H32 1.080, H43 1.089
17 C 0.1261 -2.6144 -1.3588  C18 1.538, H37 1.087, H38 1.088, H49 1.093
18 C 0.8168 -1.4751 -0.5907  C17 1.538, C19 1.533, H21 1.080, H22 1.089
19 C 0.3364 -0.1009 -1.0722  O5 1.228, N14 1.360, C18 1.533
20 H 4.0285 1.5690 -1.6057  O3 0.960
21 H 0.7185 -1.6716 0.4668  C18 1.080
22 H 1.8355 -1.4506 -0.9752  C18 1.089
23 H -3.6224 -2.0203 1.8838  O8 0.958
24 H 0.1330 1.8589 -0.5786  N14 1.006
25 H -1.7595 -0.9483 -3.2143  O1 0.968
26 H -4.0983 -0.1490 -0.7116  O10 0.955
27 H -2.6975 1.2350 0.8607  O9 0.974
28 H 2.9765 -1.8968 -4.1388  O2 0.964
29 H -0.2293 1.2854 3.7773  O12 0.970
30 H -3.0408 -0.5632 -3.8791  O1 0.967
31 H 1.9782 3.5873 -1.4347  O11 0.958
32 H -0.3753 1.4279 1.7274  C16 1.080
33 H 2.6568 4.0026 -0.0311  O11 0.961
34 H 1.6862 -2.7987 3.1915  O4 0.962
35 H -2.3111 1.8838 2.1636  O9 0.966
36 H -2.6334 -0.8016 2.1892  O8 0.967
37 H -0.4154 -2.2811 -2.2404  C17 1.087
38 H 0.8998 -3.3144 -1.6676  C17 1.088
39 H 2.6772 1.5643 1.2867  C15 1.092
40 H -1.2713 1.0732 -3.6083  O13 0.971
41 H -2.6842 0.0121 -1.4944  O10 0.964
42 H 4.4384 0.3745 -2.5110  O3 0.963
43 H 0.4592 -0.1606 1.4670  C16 1.089
44 H -1.3018 -2.8607 3.7627  O6 0.958
45 H -1.6272 2.2758 -4.4424  O13 0.960
46 H 2.9350 -1.1428 -2.8448  O2 0.970
47 H 1.4378 -1.4914 3.8686  O4 0.962
48 H -1.2364 1.8711 4.7211  O12 0.963
49 H -0.6638 -3.1622 -0.8393  C17 1.093
50 H -1.1089 -3.2177 2.2694  O6 0.958

Its SMILES is CCC(=O)NCC=O.O.O.O.O.O.O.O.O.O.O.O. The calculation puts the total energy at -1241.9795 Ha. The value obtained for the LUMO energy is 0.0004 Ha. For the energy above the lowest of the compared OMol25 structures with the same formula, charge and spin, the calculation gives 235.0 kJ/mol. The charge is 0. The molar mass is 313.30 g/mol. The HOMO energy is -0.3671 Ha. Its max |F| is 2.8 eV Å⁻¹. As for the orbital gap: 10.00 eV. As for the spin multiplicity: 1.

***

[2]
C5H32N2O10 | ωB97M-V/def2-TZVPD

Bonds (Å) are listed after each position.
Cartesian coordinates (Å):
1 O 1.4155 0.0922 3.0233  H43 0.974, H44 0.982
2 O 3.9614 2.4195 1.3564  H31 0.966, H34 0.982
3 O -0.3555 3.4074 0.7267  H29 0.956, H42 0.982
4 O -2.8184 2.3731 0.1584  H19 0.979, H32 0.971
5 O 4.0887 0.5574 3.4037  H22 0.967, H33 0.971
6 O -2.0297 -4.1292 -1.2386  H18 0.970, H26 0.988
7 O -3.6310 -0.2224 -0.3405  C14 1.438, H40 0.961
8 O -2.0055 -3.1140 -3.7278  H45 0.969, H47 0.962
9 O 0.0252 -2.2075 2.6651  H24 0.958, H25 0.983
10 O 2.1495 2.6354 -3.1755  H27 0.963, H39 0.970
11 N 1.7786 2.1786 -0.3850  C15 1.466, H21 1.036, H36 1.051, H37 1.036
12 N -1.7836 -2.1479 0.6234  C13 1.509, H28 1.026, H41 1.051, H49 1.050
13 C -1.4233 -0.9204 -0.1768  N12 1.509, C14 1.528, C16 1.533, H48 1.093
14 C -2.5484 -0.6631 -1.1779  O7 1.438, C13 1.528, H20 1.084, H35 1.076
15 C 1.2071 0.8433 -0.1845  N11 1.466, C17 1.323, H30 1.081
16 C -0.0834 -1.1462 -0.8874  C13 1.533, C17 1.519, H38 1.090, H46 1.110
17 C 0.5905 0.1885 -1.1551  C15 1.323, C16 1.519, H23 1.077
18 H -2.5089 -4.9720 -1.2031  O6 0.970
19 H -3.1544 1.4546 0.1036  O4 0.979
20 H -2.8515 -1.5389 -1.7400  C14 1.084
21 H 1.9842 2.3737 -1.3811  N11 1.036
22 H 4.3723 0.9332 4.2488  O5 0.967
23 H 0.5172 0.5816 -2.1554  C17 1.077
24 H 0.4252 -2.9204 3.1655  O9 0.958
25 H 0.6109 -1.4250 2.7682  O9 0.983
26 H -2.0843 -3.8855 -2.1947  O6 0.988
27 H 1.9390 3.4957 -3.5534  O10 0.963
28 H -2.6930 -2.0014 1.0753  N12 1.026
29 H -0.4779 4.3146 1.0010  O3 0.956
30 H 1.3017 0.4959 0.8349  C15 1.081
31 H 4.7994 2.8843 1.2328  O2 0.966
32 H -3.5475 2.9145 0.5010  O4 0.971
33 H 4.7119 -0.1723 3.2585  O5 0.971
34 H 4.1055 1.7720 2.0812  O2 0.982
35 H -2.3104 0.1452 -1.8475  C14 1.076
36 H 1.0937 2.9096 -0.0683  N11 1.051
37 H 2.6537 2.2554 0.1644  N11 1.036
38 H -0.2188 -1.6875 -1.8239  C16 1.090
39 H 2.8467 2.2524 -3.7301  O10 0.970
40 H -4.4715 -0.2140 -0.8069  O7 0.961
41 H -1.8742 -2.9970 0.0105  N12 1.051
42 H -1.2282 3.0069 0.5223  O3 0.982
43 H 0.9785 0.5826 3.7426  O1 0.974
44 H 2.3719 0.1737 3.2309  O1 0.982
45 H -1.2731 -3.4346 -4.2751  O8 0.969
46 H 0.5766 -1.7818 -0.2601  C16 1.110
47 H -2.7796 -3.2120 -4.2907  O8 0.962
48 H -1.3060 -0.1008 0.5366  C13 1.093
49 H -1.0463 -2.3475 1.3440  N12 1.050

The calculation puts the total energy at -1071.1716 Ha. The value obtained for the LUMO energy is -0.1663 Ha. For the energy above the lowest of the compared OMol25 structures with the same formula, charge and spin, the calculation gives 0.0 kJ/mol. The charge is +2. The molar mass is 280.32 g/mol. The HOMO energy is -0.5811 Ha. Its max |F| is 1.5 eV Å⁻¹. As for the orbital gap: 11.29 eV. As for the spin multiplicity: 1.

***

[3]
C5H32O13 | ωB97M-V/def2-TZVPD

Bonds (Å) are listed after each position.
Cartesian coordinates (Å):
1 O -1.1081 -0.5692 2.9129  H40 0.969, H48 0.941
2 O 3.6161 -0.9903 1.6407  H33 0.973, H43 0.972
3 O 1.1682 2.4644 -1.4899  H20 0.998, H27 0.966
4 O 2.0328 0.8262 2.7664  H26 0.961, H28 0.991
5 O 1.2680 1.1438 -3.6731  H35 0.988, H50 0.995
6 O -1.5388 0.4318 -4.3963  H39 0.959, H49 0.961
7 O -1.6688 1.8201 -2.0198  C16 1.202
8 O -0.1572 1.7984 1.4753  H29 0.946, H30 0.986
9 O 2.8895 1.6031 0.1282  H42 0.924, H46 0.962
10 O 0.9933 -2.8110 -0.5841  H23 0.936, H38 0.970
11 O 2.4710 -0.4013 -1.8446  H19 0.970, H21 0.961
12 O 1.1181 -2.4774 2.3086  H34 1.025, H47 0.965
13 O -3.5454 -0.9383 3.7862  H37 1.006, H44 0.937
14 C -0.7213 -0.0083 -0.9258  C16 1.519, C18 1.523, H22 1.111, H45 1.079
15 C -3.7045 -1.3039 0.7951  C17 1.312, H31 1.133, H41 1.106
16 C -1.4184 1.3413 -0.9456  O7 1.202, C14 1.519, H32 1.133
17 C -3.0093 -0.8256 -0.2093  C15 1.312, C18 1.482, H24 1.125
18 C -1.6741 -1.1824 -0.7439  C14 1.523, C17 1.482, H25 1.119, H36 1.092
19 H 3.3237 -0.6737 -2.2175  O11 0.970
20 H 1.4822 1.9587 -0.6893  O3 0.998
21 H 1.9801 -0.0360 -2.5853  O11 0.961
22 H -0.0580 0.1435 -0.0480  C14 1.111
23 H 1.6521 -2.1520 -0.6728  O10 0.936
24 H -3.5009 -0.1036 -0.9186  C17 1.125
25 H -1.3563 -2.0327 -0.0893  C18 1.119
26 H 2.6281 0.2293 2.3045  O4 0.961
27 H 0.2078 2.5363 -1.5662  O3 0.966
28 H 2.5491 1.6341 3.0158  O4 0.991
29 H 0.6081 1.6342 2.0059  O8 0.946
30 H -0.2607 2.7597 1.6714  O8 0.986
31 H -4.6882 -0.7761 0.9876  C15 1.133
32 H -1.8432 1.8112 -0.0061  C16 1.133
33 H 4.0200 -1.2923 2.4725  O2 0.973
34 H 0.7350 -2.9792 1.5009  O12 1.025
35 H 0.6371 1.5772 -4.2971  O5 0.988
36 H -1.9572 -1.6946 -1.6653  C18 1.092
37 H -3.0847 -1.4610 3.0608  O13 1.006
38 H 1.5707 -3.5505 -0.3393  O10 0.970
39 H -1.9690 0.8679 -3.6580  O6 0.959
40 H -1.4786 -0.4409 3.7993  O1 0.969
41 H -3.3374 -2.1665 1.3824  C15 1.106
42 H 2.9491 0.6858 0.0301  O9 0.924
43 H 2.7279 -1.3635 1.5150  O2 0.972
44 H -3.9224 -0.3920 3.1245  O13 0.937
45 H -0.0652 -0.2405 -1.7502  C14 1.079
46 H 3.5482 2.0166 -0.4377  O9 0.962
47 H 0.6220 -1.6497 2.3300  O12 0.965
48 H -0.9827 0.2503 2.4681  O1 0.941
49 H -1.0659 -0.2985 -3.9886  O6 0.961
50 H 1.1328 1.7691 -2.9109  O5 0.995

The calculation puts the total energy at -1187.7526 Ha. The value obtained for the LUMO energy is 0.0028 Ha. For the energy above the lowest of the compared OMol25 structures with the same formula, charge and spin, the calculation gives 95.0 kJ/mol. The charge is 0. The molar mass is 300.30 g/mol. The HOMO energy is -0.3660 Ha. Its max |F| is 2.7 eV Å⁻¹. As for the orbital gap: 10.04 eV. As for the spin multiplicity: 1.

***

[4]
C5H33N2O12 | ωB97M-V/def2-TZVPD

Bonds (Å) are listed after each position.
Cartesian coordinates (Å):
1 O -2.8589 -2.4514 2.7915  H42 0.985, H48 0.961
2 O -2.5644 -1.8805 -1.7089  H26 1.017, H45 1.025
3 O 0.2737 3.8672 3.1939  H20 0.987, H39 0.954
4 O -1.7406 -0.7001 0.4037  H36 1.060, H40 0.944
5 O -0.3822 4.0100 0.2153  H37 1.015, H41 0.935
6 O -3.7760 0.3117 1.7838  H22 1.015, H50 0.945
7 O -2.2050 -4.4363 -1.4058  H33 0.983, H44 0.968
8 O -1.6648 0.4643 -2.1922  H32 0.908
9 O 0.4998 -0.3973 -3.3513  H38 1.036, H46 0.898
10 O 3.7850 -0.1688 -2.7686  C16 1.431, H28 0.972
11 O -0.7180 2.7553 -2.0377  H27 1.040, H29 0.912
12 O -2.3277 2.8949 2.9928  H24 0.978, H30 0.971
13 N 1.4195 -4.0978 1.4658  C17 1.278, H52 1.022
14 N 1.7986 -1.8092 0.7976  C15 1.581, C17 1.410, H21 0.995
15 C 2.0031 -0.4043 1.4928  N14 1.581, C19 1.585, H34 1.080, H49 1.107
16 C 3.6854 0.8640 -1.7829  O10 1.431, C18 1.515, H25 1.086, H51 1.082
17 C 2.0432 -2.9841 1.5377  N13 1.278, N14 1.410, H35 1.161
18 C 3.5854 0.2348 -0.4087  C16 1.515, C19 1.610, H43 1.086, H47 1.132
19 C 2.2277 0.6636 0.3427  C15 1.585, C18 1.610, H23 1.061, H31 1.077
20 H 0.0994 3.8815 2.2227  O3 0.987
21 H 0.9700 -1.7799 0.2481  N14 0.995
22 H -3.1621 -0.1718 1.1363  O6 1.015
23 H 2.2991 1.6500 0.7259  C19 1.061
24 H -1.9683 3.2417 2.1515  O12 0.978
25 H 2.9746 1.6776 -1.8974  C16 1.086
26 H -3.5131 -1.7538 -2.0529  O2 1.017
27 H -1.0448 1.7759 -1.9166  O11 1.040
28 H 2.8889 -0.4669 -2.9972  O10 0.972
29 H -0.1876 2.7302 -2.7790  O11 0.912
30 H -2.7116 2.0649 2.6679  O12 0.971
31 H 1.3803 0.6252 -0.3201  C19 1.077
32 H -2.4988 0.8147 -2.1092  O8 0.908
33 H -2.1206 -3.4667 -1.2707  O7 0.983
34 H 1.1158 -0.0455 1.9926  C15 1.080
35 H 2.9009 -2.8443 2.3072  C17 1.161
36 H -2.2500 -1.3339 -0.2762  O4 1.060
37 H -0.5029 3.3744 -0.5668  O5 1.015
38 H -0.3943 -0.1164 -2.9107  O9 1.036
39 H -0.5174 3.4185 3.4828  O3 0.954
40 H -1.4487 -0.0449 -0.2096  O4 0.944
41 H 0.4766 4.3506 0.0688  O5 0.935
42 H -2.1207 -2.4533 2.1399  O1 0.985
43 H 3.7052 -0.8430 -0.4584  C18 1.086
44 H -1.7275 -4.3646 -2.2453  O7 0.968
45 H -2.1981 -0.9375 -1.8748  O2 1.025
46 H 0.1460 -0.1675 -4.1444  O9 0.898
47 H 4.3586 0.4234 0.3966  C18 1.132
48 H -2.2949 -2.1569 3.5123  O1 0.961
49 H 2.9288 -0.5345 2.0856  C15 1.107
50 H -3.9171 -0.3640 2.4294  O6 0.945
51 H 4.6697 1.3130 -1.7984  C16 1.082
52 H 0.5809 -4.2324 0.8983  N13 1.022

The calculation puts the total energy at -1222.4867 Ha. The value obtained for the LUMO energy (spin up / spin down) is -0.0475 / -0.2199 Ha. For the energy above the lowest of the compared OMol25 structures with the same formula, charge and spin, the calculation gives 142.0 kJ/mol. The charge is 0. The molar mass is 313.32 g/mol. Its expectation value of S² is 0.786. The HOMO energy (spin up / spin down) is -0.3780 / -0.3780 Ha. Its max |F| is 4.7 eV Å⁻¹. As for the orbital gap (spin up / spin down): 8.99 / 4.30 eV. As for the spin multiplicity: 2.